ORCA calculation (ωB97M-V/def2-TZVPD) on a single C2H6NO molecule.

Summary:
- Kohn-Sham gap (alpha / beta): 9.196 / 10.234 eV
- Energy above the lowest of the compared OMol25 structures with the same formula, charge and spin: 56.3 kJ/mol
- Expectation value of S²: 0.754
- Spin multiplicity: 2

Last column: Löwdin spin population.
Geometry (Å):
O  -1.17  1.17  0.48  0.077
H  -0.66  1.23  1.30  0.001
C  -0.40  0.58  -0.70  0.081
C  0.73  -0.22  -0.31  0.604
N  0.56  -1.22  0.74  0.150
H  -1.18  0.03  -1.36  0.017
H  -0.03  1.54  -1.28  0.002
H  1.67  0.30  -0.08  0.039
H  0.87  -2.15  0.37  0.025
H  -0.38  -1.28  0.85  0.003